Entry 1:
89
Properties=species:S:1:pos:R:3 method="wB97M-V/def2-TZVPD" total_energy_ev=-141660.3141 total_charge=+2 spin_multiplicity=5 homo_energy_ev="-13.1 / -12.4" gap_ev="8.335 / 2.160" max_force_ev_per_a=4.2
V 0.485 -3.717 -1.828
N 0.752 -0.477 -0.392
O 0.655 -1.496 -1.060
O 1.815 -0.120 0.099
O -0.213 0.208 -0.273
F -5.560 0.559 4.261
C -4.852 0.748 3.120
C -5.476 0.917 1.919
C -4.768 1.113 0.763
C -3.388 0.893 0.868
C -2.731 0.608 2.066
C -3.491 0.625 3.247
H -6.551 0.977 2.002
H -5.238 1.260 -0.199
H -2.823 0.872 -0.052
H -1.663 0.519 2.198
H -3.010 0.440 4.196
F -3.451 5.218 -2.773
C -2.297 5.146 -2.019
C -1.403 6.254 -2.033
C -0.175 6.166 -1.390
C 0.148 5.056 -0.627
C -0.686 3.961 -0.630
C -1.903 3.974 -1.295
H -1.499 7.128 -2.661
H 0.497 7.010 -1.337
H 1.106 5.052 -0.129
H -0.298 3.105 -0.098
H -2.547 3.114 -1.401
C 0.490 -5.043 3.051
S 1.142 -3.858 1.803
O 0.223 -3.927 0.602
C 0.589 -2.275 2.645
H 0.829 -6.051 2.812
H -0.565 -5.027 3.326
H 1.031 -4.915 3.989
H 0.388 -1.477 1.931
H 1.298 -1.927 3.396
H -0.383 -2.393 3.124
C -2.419 -0.590 -3.733
S -1.350 -1.840 -4.606
O -0.711 -2.614 -3.411
C -2.729 -2.852 -5.341
H -3.194 -0.200 -4.391
H -1.719 0.222 -3.538
H -2.851 -1.041 -2.839
H -2.319 -3.726 -5.847
H -3.296 -2.331 -6.112
H -3.400 -3.190 -4.552
C 4.693 -3.312 0.723
S 4.072 -3.370 -1.038
O 2.541 -3.463 -0.927
C 4.488 -1.611 -1.577
H 5.698 -3.725 0.816
H 4.024 -3.988 1.255
H 4.509 -2.296 1.071
H 5.516 -1.350 -1.323
H 3.970 -0.827 -1.024
H 4.370 -1.314 -2.619
C -2.708 -2.405 0.197
S -2.906 -3.937 -0.814
O -1.613 -4.152 -1.517
C -2.985 -5.188 0.572
H -3.680 -2.245 0.665
H -2.528 -1.621 -0.538
H -1.962 -2.471 0.989
H -3.287 -6.107 0.071
H -3.584 -4.951 1.452
H -1.950 -5.381 0.856
C 5.437 3.952 -0.337
S 4.828 3.334 -2.005
O 5.996 2.488 -2.562
C 3.587 2.082 -1.464
H 4.545 4.309 0.177
H 6.120 4.796 -0.437
H 5.947 3.219 0.287
H 4.013 1.472 -0.667
H 3.272 1.366 -2.223
H 2.648 2.566 -1.194
C 0.113 2.328 2.893
S 1.742 2.670 3.649
O 2.117 1.312 4.289
C 2.668 2.796 2.009
H -0.633 2.407 3.684
H 0.219 1.277 2.623
H -0.087 2.935 2.010
H 3.737 2.913 2.186
H 2.231 3.576 1.385
H 2.334 1.863 1.554


Entry 2:
52
Properties=species:S:1:pos:R:3 method="wB97M-V/def2-TZVPD" total_energy_ev=-122527.8508 total_charge=-1 spin_multiplicity=2 homo_energy_ev="-6.2 / -6.1" gap_ev="8.807 / 8.741" max_force_ev_per_a=2.1
Cu -0.654 -0.490 -0.145
C 2.248 2.111 2.223
C 2.012 0.620 2.104
O 2.775 -0.074 3.110
P 0.293 0.098 2.465
O 0.301 -0.203 4.020
O -0.812 1.220 2.360
O 0.004 -1.086 1.606
P 2.512 -0.209 0.473
O 3.725 0.772 -0.011
O 3.067 -1.506 0.942
O 1.458 -0.089 -0.595
H 2.023 2.445 3.238
H 1.612 2.664 1.531
H 3.290 2.330 2.000
H 3.119 -0.865 2.629
H 1.208 -0.485 4.249
H -1.509 1.008 1.708
H 3.568 1.013 -0.930
O -3.204 -1.588 -1.813
S -2.659 -0.278 -1.541
O -3.391 0.836 -2.101
O -1.179 -0.203 -1.934
O -2.547 -0.090 0.006
F -1.335 6.675 -2.643
C -0.681 6.446 -1.488
F -1.343 7.131 -0.534
F 0.532 7.013 -1.607
C -0.605 4.981 -1.168
C -1.763 4.298 -0.837
C -1.663 2.955 -0.511
N -0.504 2.299 -0.492
C 0.590 2.952 -0.863
C 0.598 4.298 -1.203
H -2.726 4.791 -0.831
H -2.546 2.370 -0.280
H 1.495 2.359 -0.893
H 1.519 4.791 -1.479
C -0.641 -7.088 -1.019
C -0.636 -5.597 -0.827
C -1.690 -4.940 -0.206
C -1.642 -3.563 -0.058
N -0.620 -2.831 -0.483
C 0.394 -3.450 -1.080
C 0.429 -4.820 -1.271
H -1.513 -7.543 -0.551
H 0.255 -7.538 -0.586
H -0.654 -7.340 -2.080
H -2.550 -5.492 0.152
H -2.457 -3.018 0.402
H 1.212 -2.815 -1.402
H 1.282 -5.276 -1.758


Entry 3:
18
Properties=species:S:1:pos:R:3 method="wB97M-V/def2-TZVPD" total_energy_ev=-33739.3650 smiles="O[C@H]1C(I)=CC=C[C@@]1(I)C(F)(F)F" homo_energy_ev=-9.0 gap_ev=8.738 max_force_ev_per_a=3.1
O 1.106 -1.833 -0.837
C 0.477 -0.579 -0.998
C -0.985 -0.658 -0.919
I -2.077 -2.390 -1.603
C -1.672 0.451 -0.590
C -0.955 1.685 -0.137
C 0.330 1.671 0.217
C 0.872 0.269 0.220
I 3.000 0.347 0.312
C 0.470 -0.348 1.554
F 0.953 0.409 2.539
F -0.835 -0.241 1.741
F 0.778 -1.602 1.729
H 0.752 -2.537 -1.386
H 0.999 -0.194 -1.944
H -2.681 0.581 -0.714
H -1.534 2.584 -0.029
H 1.001 2.385 0.843


Entry 4:
90
Properties=species:S:1:pos:R:3 method="wB97M-V/def2-TZVPD" total_energy_ev=-147220.2292 total_charge=-2 spin_multiplicity=2 homo_energy_ev="-2.8 / -2.8" gap_ev="6.811 / 6.249" max_force_ev_per_a=0.8
Y -0.273 -0.006 0.365
O 0.189 2.284 0.370
C 0.809 3.088 -0.412
C 0.600 4.494 -0.344
C 1.245 5.370 -1.189
C 2.149 4.920 -2.156
C 2.390 3.558 -2.237
C 1.759 2.658 -1.388
C 2.084 1.183 -1.470
N 0.883 0.479 -1.804
C 0.775 -0.235 -3.032
C -0.231 -1.386 -2.839
N -1.267 -0.914 -1.942
C -2.457 -0.847 -2.397
C -3.592 -0.222 -1.760
C -4.855 -0.389 -2.346
C -5.974 0.253 -1.869
C -5.824 1.118 -0.771
C -4.603 1.321 -0.184
C -3.427 0.654 -0.643
O -2.304 0.875 -0.087
H -0.104 4.847 0.401
H 1.043 6.433 -1.099
H 2.653 5.614 -2.817
H 3.105 3.175 -2.961
H 2.881 1.021 -2.207
H 1.752 -0.605 -3.367
H 0.403 0.458 -3.804
H 0.285 -2.230 -2.383
H -0.636 -1.699 -3.810
H -2.661 -1.256 -3.400
H -4.936 -1.053 -3.203
H -6.944 0.101 -2.328
H -6.694 1.633 -0.375
H -4.484 1.976 0.670
C -7.690 -2.979 -0.324
C -6.387 -2.704 0.377
C -5.224 -3.370 -0.003
C -4.004 -3.061 0.574
C -3.937 -2.077 1.552
C -5.083 -1.418 1.955
C -6.302 -1.734 1.368
S -2.359 -1.704 2.296
O -2.101 -2.730 3.289
O -1.459 -1.840 1.109
N -2.500 -0.261 2.777
C -1.737 0.164 3.928
C -0.291 0.597 3.642
O 0.303 1.244 4.506
O 0.218 0.215 2.527
H -7.732 -2.430 -1.269
H -8.541 -2.661 0.281
H -7.807 -4.041 -0.549
H -5.273 -4.126 -0.781
H -3.093 -3.553 0.259
H -4.995 -0.635 2.696
H -7.195 -1.194 1.664
H -1.661 -0.616 4.698
H -2.233 1.018 4.391
F 1.338 -1.927 -0.371
As 2.024 -3.513 0.072
F 1.676 -3.197 1.719
F 3.570 -2.734 0.218
F 2.728 -5.054 0.437
F 2.353 -3.741 -1.631
F 0.467 -4.225 -0.166
N 2.416 0.666 -0.138
C 3.621 0.708 0.260
C 4.762 1.093 -0.632
C 5.267 2.388 -0.624
C 6.318 2.727 -1.463
C 6.876 1.774 -2.305
C 6.376 0.478 -2.309
C 5.319 0.137 -1.476
C 3.963 0.364 1.660
C 5.163 -0.276 1.973
C 5.449 -0.598 3.288
C 4.547 -0.272 4.297
C 3.360 0.374 3.991
C 3.072 0.699 2.672
H 4.819 3.130 0.025
H 6.698 3.742 -1.463
H 7.697 2.042 -2.958
H 6.808 -0.270 -2.962
H 4.917 -0.870 -1.471
H 5.855 -0.546 1.185
H 6.368 -1.120 3.527
H 4.770 -0.543 5.323
H 2.615 0.607 4.741
H 2.132 1.178 2.436


Entry 5:
22
Properties=species:S:1:pos:R:3 method="wB97M-V/def2-TZVPD" total_energy_ev=-13027.0760 smiles="CC(=O)O.CCN(C)O" homo_energy_ev=-9.1 gap_ev=9.882 max_force_ev_per_a=2.2
C 1.526 0.614 -1.886
C -0.016 0.612 -1.943
O -0.697 1.619 -2.047
O -0.492 -0.605 -2.290
H 1.900 -0.360 -1.558
H 1.898 0.856 -2.882
H 1.852 1.376 -1.173
H -1.450 -0.458 -2.420
C 0.744 -1.661 1.065
C 0.637 -0.174 1.350
N -0.617 0.435 0.709
C -1.876 -0.047 1.276
O -0.551 1.847 1.044
H 0.454 -1.901 0.038
H 1.781 -1.990 1.197
H 0.106 -2.238 1.740
H 1.523 0.327 0.948
H 0.604 0.023 2.426
H -2.676 0.690 1.146
H -2.185 -0.956 0.752
H -1.792 -0.269 2.344
H -0.673 2.262 0.164


Entry 6:
92
Properties=species:S:1:pos:R:3 method="wB97M-V/def2-TZVPD" total_energy_ev=-128043.5857 total_charge=-2 homo_energy_ev="-0.5 / -0.5" gap_ev="4.670 / 4.669" max_force_ev_per_a=4.3
Ca 0.134 0.023 1.941
C 2.754 1.841 1.715
O 2.009 1.172 2.717
C 2.608 0.963 3.993
C 1.706 -0.080 4.768
O 1.452 -1.112 3.921
C 1.265 -2.324 4.558
H 2.366 1.592 0.717
H 3.819 1.705 1.821
H 2.578 2.950 1.852
H 2.769 1.992 4.446
H 3.613 0.463 3.793
H 0.799 0.499 5.190
H 2.236 -0.524 5.630
H 0.849 -2.284 5.575
H 2.255 -2.835 4.642
H 0.550 -2.878 3.994
C 0.292 1.040 -4.932
C -0.005 -0.045 -4.005
C -0.486 -1.358 -4.683
O -1.076 0.301 -3.120
C -0.569 0.201 -1.780
C 0.984 -0.035 -1.819
O 1.254 -0.244 -3.178
C 1.648 -1.154 -0.900
O 1.318 -0.941 0.435
C 3.230 -0.973 -1.078
C 3.873 -0.058 -1.916
C 5.227 0.376 -1.666
C 5.937 -0.316 -0.733
C 5.427 -1.385 -0.024
C 4.047 -1.703 -0.171
C 1.271 -2.563 -1.230
C 0.236 -3.290 -0.586
C -0.066 -4.540 -0.973
C 0.668 -5.290 -1.900
C 1.624 -4.591 -2.638
C 1.922 -3.247 -2.291
C -1.183 1.325 -0.927
O -0.624 1.179 0.301
C -0.921 2.744 -1.479
C -1.418 3.267 -2.695
C -1.214 4.601 -3.078
C -0.598 5.434 -2.166
C -0.160 4.967 -0.946
C -0.210 3.601 -0.661
C -2.746 1.134 -0.706
C -3.655 0.869 -1.751
C -5.010 0.603 -1.498
C -5.506 0.659 -0.234
C -4.569 0.952 0.835
C -3.241 1.274 0.624
H -0.522 1.419 -5.539
H 1.020 0.668 -5.648
H 0.785 1.916 -4.484
H -1.077 -1.387 -5.606
H -0.949 -1.972 -3.901
H 0.383 -1.903 -5.048
H -1.148 -0.594 -1.362
H 1.519 0.945 -1.635
H 3.375 0.283 -2.828
H 5.626 1.122 -2.321
H 6.986 0.007 -0.545
H 6.036 -1.828 0.766
H 3.587 -2.440 0.468
H -0.388 -2.857 0.174
H -0.893 -5.081 -0.398
H 0.587 -6.356 -1.847
H 2.138 -5.053 -3.467
H 2.679 -2.766 -2.935
H -1.971 2.711 -3.375
H -1.326 4.924 -4.140
H -0.514 6.512 -2.327
H 0.191 5.666 -0.201
H 0.227 3.275 0.264
H -3.261 0.656 -2.778
H -5.714 0.488 -2.282
H -6.552 0.562 0.090
H -5.000 1.187 1.752
H -2.593 1.536 1.393
Cl -5.779 0.858 5.798
C -4.537 0.159 4.850
C -4.798 -1.068 4.184
Cl -6.351 -1.804 4.313
C -3.724 -1.748 3.611
Cl -3.993 -3.199 2.736
C -2.366 -1.169 3.449
O -1.537 -1.633 2.635
C -2.181 0.181 4.084
O -1.262 0.914 3.726
C -3.277 0.724 4.872
Cl -2.888 2.188 5.802


Entry 7:
42
Properties=species:S:1:pos:R:3 method="wB97M-V/def2-TZVPD" total_energy_ev=-26612.6725 smiles="CC(C)[NH2+][C@@H](C1=C([O-])OC(C)(C)OC1=O)c1ccccc1" homo_energy_ev=-7.9 gap_ev=8.412 max_force_ev_per_a=1.4
C -0.863 0.829 3.808
C -1.518 0.674 2.442
C -2.237 -0.647 2.256
N -0.284 0.637 1.505
C -0.309 0.998 -0.063
C 1.013 0.478 -0.612
C 1.281 -0.925 -0.430
O 0.463 -1.675 0.124
O 2.541 -1.415 -0.731
C 3.489 -0.511 -1.411
C 3.279 -0.540 -2.925
C 4.895 -0.997 -1.048
O 3.371 0.854 -0.910
C 2.151 1.323 -0.495
O 2.074 2.426 0.052
C -1.571 0.441 -0.743
C -1.668 -0.598 -1.660
C -2.945 -1.085 -1.992
C -4.098 -0.510 -1.464
C -3.981 0.625 -0.666
C -2.728 1.127 -0.369
H -1.629 0.866 4.590
H -0.170 -0.028 3.935
H -0.270 1.760 3.863
H -2.190 1.513 2.212
H -2.970 -0.734 3.068
H -2.757 -0.680 1.285
H -1.487 -1.465 2.297
H 0.068 -0.355 1.461
H 0.447 1.316 1.821
H -0.381 2.095 0.055
H 2.288 -0.145 -3.197
H 4.084 0.038 -3.412
H 3.359 -1.585 -3.265
H 5.032 -0.890 0.033
H 4.982 -2.051 -1.332
H 5.644 -0.420 -1.598
H -0.774 -1.078 -2.064
H -3.044 -1.933 -2.679
H -5.096 -0.900 -1.712
H -4.867 1.121 -0.246
H -2.624 2.044 0.218


Entry 8:
41
Properties=species:S:1:pos:R:3 method="wB97M-V/def2-TZVPD" total_energy_ev=-69345.8878 total_charge=+1 homo_energy_ev=-10.9 gap_ev=6.776 max_force_ev_per_a=2.2
Pb -0.003 -0.014 0.472
N 0.102 -2.684 0.055
C 0.941 -3.280 1.088
C 2.226 -2.507 1.359
N 2.021 -1.114 1.782
C 1.823 -0.820 3.219
C 0.432 -1.191 3.693
N -0.611 -0.461 2.903
H -0.790 -3.153 0.114
H 0.480 -2.827 -0.885
H 1.228 -4.339 0.888
H 0.341 -3.395 2.009
H 2.870 -2.515 0.457
H 2.834 -3.084 2.113
H 2.768 -0.501 1.440
H 1.991 0.244 3.341
H 2.526 -1.356 3.865
H 0.391 -0.901 4.769
H 0.274 -2.282 3.637
H -0.519 0.535 3.145
H -1.545 -0.798 3.229
O -2.436 3.456 2.258
P -1.305 2.629 1.474
O -0.154 2.242 2.312
O -2.020 1.468 0.767
O -0.714 3.714 0.329
P -0.047 3.021 -1.028
O 0.783 4.123 -1.840
O 0.946 1.947 -0.620
O -1.264 2.561 -1.880
H -2.459 4.394 2.009
H 0.138 4.690 -2.335
Te -2.523 0.811 -1.964
C -2.013 0.264 -3.896
C -0.723 0.563 -4.235
C -0.414 0.236 -5.609
C -1.507 -0.249 -6.256
S -2.911 -0.405 -5.291
H -0.057 1.041 -3.541
H 0.559 0.403 -6.025
H -1.662 -0.468 -7.322


Entry 9:
41
Properties=species:S:1:pos:R:3 method="wB97M-V/def2-TZVPD" total_energy_ev=-44023.0173 total_charge=+4 homo_energy_ev=-21.8 gap_ev=6.689 max_force_ev_per_a=0.3
Os 0.142 -0.002 -0.451
N 0.072 -2.175 -0.650
N 1.311 -2.555 -1.275
C 2.250 -1.642 -1.554
N 3.415 -1.909 -2.062
N 1.808 -0.367 -1.230
N 2.463 0.914 -1.268
O 3.540 1.087 -1.675
O 1.639 1.726 -0.786
H 0.002 -2.708 0.266
H -0.681 -2.532 -1.248
H 1.462 -3.550 -1.425
H 3.707 -2.860 -2.278
H 4.086 -1.176 -2.274
S -1.557 0.483 -1.698
C -1.731 2.230 -2.018
N -2.040 2.560 -3.303
C -2.327 3.812 -3.678
C -2.307 4.838 -2.740
C -2.002 4.536 -1.427
C -1.721 3.211 -1.057
H -2.087 1.837 -4.018
H -2.571 3.963 -4.723
H -2.546 5.847 -3.052
H -2.002 5.315 -0.674
H -1.538 2.961 -0.021
N -0.661 -4.128 3.899
C -0.420 -3.329 2.883
O -0.222 -3.684 1.709
C -0.308 -1.824 3.071
C 0.411 -1.074 4.000
C 0.769 0.244 3.681
C 0.526 0.734 2.419
N -0.198 -0.007 1.522
C -0.711 -1.190 1.926
H -0.684 -5.130 3.749
H -0.913 -3.790 4.817
H 0.755 -1.505 4.935
H 1.323 0.851 4.386
H 0.911 1.688 2.080
H -1.370 -1.700 1.241


Entry 10:
6
Properties=species:S:1:pos:R:3 method="wB97M-V/def2-TZVPD" total_energy_ev=-31006.6743 smiles="P=S.S" homo_energy_ev=-9.1 gap_ev=7.349 max_force_ev_per_a=1.2
P -0.173 -2.216 0.795
S -1.308 -3.786 0.769
H -0.584 -1.156 -0.165
S 0.940 2.968 -0.274
H 0.843 1.719 0.218
H 0.283 2.472 -1.343